Record 1
C2H3IN | ωB97M-V/def2-TZVPD

Geometry as XYZ:
```
7
C2H3IN | the OMol25 dataset | ωB97M-V/def2-TZVPD
H -0.5237 2.5888 2.0418
H 0.3075 -0.1654 -1.8650
I -0.7576 -2.5994 -1.5585
C -0.4678 1.6007 1.7527
H 1.3086 -1.0899 -0.2980
C 0.4343 -1.0526 -1.1268
N -0.3013 0.7177 1.0538
```

HOMO-LUMO gap (spin up / spin down): 9.276 / 6.557 eV
⟨S²⟩: 2.007
E_LUMO (spin up / spin down): -4.77 / -9.65 eV
HOMO energy (spin up / spin down): -14.041 / -16.206 eV
net charge: +1
spin multiplicity: 3

---

Record 2
C22H34N6O3S2 | ωB97M-V/def2-TZVPD

Geometry as XYZ:
```
67
C22H34N6O3S2 | the OMol25 dataset | ωB97M-V/def2-TZVPD
N -4.7861 0.6007 -0.5271
O -5.9414 -0.1423 1.5635
H -8.0380 0.9767 -1.5147
H -1.7904 1.8462 3.5812
N 3.1159 -1.1356 -0.5090
H 2.4001 0.0067 1.7668
H -5.7665 2.0934 -1.5629
H 2.8277 3.0435 -2.2368
N 1.1898 -1.8321 2.3739
H 3.9859 -1.3877 -0.0674
H 5.6892 1.2535 -0.0619
H 0.0696 0.2555 3.1920
N -0.7284 -3.2338 -0.2377
H 6.2463 1.7454 1.5178
C -1.9299 0.9971 2.9297
H 5.5836 3.8083 0.8752
H 1.5878 0.2299 -0.4689
C -3.1525 0.7925 2.3071
H -6.3637 1.7430 0.0749
C 5.3565 1.6730 0.8874
H 2.9887 -3.8491 -2.2231
C -4.1002 -0.7070 -2.5729
C 2.6771 0.2389 -0.3290
H -3.2048 -0.9357 -3.1462
C -3.7785 0.3693 -1.5368
H -4.8703 -0.3721 -3.2621
C 4.7979 3.0824 0.6525
H 2.5034 1.6763 1.2372
H -3.9878 1.4581 2.4528
C 3.0527 -3.4323 -1.2190
C -6.0142 1.2944 -0.8584
H 2.7963 0.7855 -2.3753
H 4.3551 0.9896 2.6497
H 3.9812 3.2801 1.3476
C -3.3135 -0.3102 1.4911
H -3.5819 1.3259 -2.0329
S 2.0993 -4.5842 -0.1419
H 5.1660 3.1389 -1.4617
C 3.0939 2.6133 -1.2686
C 2.4085 -2.0543 -1.1757
O 1.3231 -1.8336 -1.6857
S -4.8931 -0.5519 0.6770
C -1.0550 -0.9930 1.8800
O -4.9329 -1.8902 0.1541
C -0.8878 0.1146 2.7155
H 4.3407 0.8717 -1.5564
N 0.1790 -2.8644 0.7379
H 4.0850 -3.4232 -0.8735
C 3.2812 1.1023 -1.4487
H -0.6674 -2.5745 -1.0177
C -2.2905 -1.2086 1.2706
C -7.1210 0.4010 -1.4126
C 0.0697 -1.8822 1.6788
C 2.9447 0.6891 1.1086
H 2.2567 2.8084 -0.5973
H -0.4550 -4.1530 -0.5873
H -2.4753 -2.0703 0.6490
C 4.3390 3.3579 -0.7812
C 1.4324 -3.3733 0.9323
H -7.2948 -0.4190 -0.7208
N 2.0254 -2.7611 1.9205
H 4.1327 4.4287 -0.8618
H -6.8580 -0.0102 -2.3826
H 4.8156 -0.2952 1.5567
C 4.3944 0.7126 1.5933
H -4.4390 -1.6064 -2.0666
H -2.8742 0.0818 -0.9925
```

HOMO-LUMO gap: 9.109 eV
E_LUMO: 0.27 eV
SMILES: CCN(CC)S(=O)(=O)c1cccc(-c2nnc(SCC(=O)NC3CCCCCCC3)n2N)c1
HOMO energy: -8.834 eV

---

Record 3
C68H117N15O4 | ωB97M-V/def2-TZVPD

Geometry as XYZ:
```
204
C68H117N15O4 | the OMol25 dataset | ωB97M-V/def2-TZVPD
H 4.0213 17.8235 26.5156
H 8.1301 12.9128 18.6467
N 9.2403 17.7611 23.1827
H 15.0115 17.0987 30.2258
H 8.2796 8.2712 17.6056
C 5.6419 4.7866 24.0922
H 5.5908 20.4157 23.2218
C 14.2483 15.0455 30.2773
H 12.5830 11.7966 19.7863
H 6.1387 11.3946 24.3558
C 4.3463 11.2949 23.1686
C 5.8109 21.7626 24.8126
C 11.8230 17.3753 20.8610
H 7.6726 22.8933 24.8989
C 3.4975 10.4024 24.0761
H 5.5088 16.9135 26.1409
H 11.8108 8.2721 16.0076
C 11.3200 15.8115 15.0762
C 11.4261 18.4753 21.9156
H 7.3337 5.3078 25.1266
H 4.1167 7.9517 20.3885
N 2.8201 9.8363 24.7888
O 7.4377 11.4834 17.2451
H 11.9009 14.1263 19.6176
H 10.1543 17.9794 19.4541
C 7.2838 9.0439 21.1296
H 12.6794 6.8076 21.6672
H 9.0645 14.6480 22.8349
H 17.0642 16.9974 21.7628
C 15.4628 15.7409 27.5754
N 9.2665 5.3622 23.4607
C 9.3012 8.1997 17.3407
H 3.9620 6.6273 21.6330
H 5.9767 8.7130 25.0983
H 4.8603 10.8004 22.3601
C 6.4713 12.3597 29.0239
H 6.3725 6.3065 21.5892
C 9.5321 13.0438 21.4092
C 10.5436 17.0757 19.9840
H 12.1922 15.7197 15.7388
N 6.3410 24.0743 22.3285
H 15.4932 17.5621 22.3137
H 9.8335 7.9131 21.2495
C 10.2093 15.0016 15.5913
H 4.4414 13.8534 24.3604
H 9.5683 7.0913 17.3077
H 4.9875 18.3324 24.3003
H 13.3561 12.4962 22.4043
H 7.0165 13.2624 28.7792
H 7.7878 7.2458 19.9398
H 4.5940 8.1537 22.1579
H 7.6508 21.5682 23.7916
H 9.4097 8.3374 15.2200
C 10.9285 18.0485 16.2991
C 5.8113 6.6346 25.8035
C 9.7072 8.9524 16.1010
C 7.3155 12.7988 17.8962
H 11.5458 15.3978 14.1176
O 6.4054 9.4983 17.3854
H 6.1095 6.7678 26.8383
H 3.9027 16.1112 26.0371
H 6.1268 4.4723 26.0939
H 13.4995 14.4008 29.7266
H 11.2932 5.9592 21.2789
H 10.7671 19.1528 16.2605
C 9.7728 6.3974 23.4807
H 10.0262 17.6936 16.8043
C 5.7397 11.3434 18.9092
C 11.0406 14.1193 23.0733
H 8.3890 10.7635 28.2897
H 11.6048 7.3495 23.7767
H 13.3837 13.9942 20.5150
C 6.7320 23.3217 23.1227
C 5.9774 12.8248 18.6586
N 16.3018 15.0981 27.1389
C 6.3190 15.6390 21.6854
H 7.0744 17.4148 20.8453
N 5.1055 4.3613 23.1641
H 4.4773 21.8281 23.0958
C 12.9725 13.8932 19.5463
C 7.0274 22.3773 24.1951
H 12.1980 11.5069 24.3931
H 15.1607 14.4593 30.0891
H 11.2265 8.9017 21.6391
C 4.4414 17.0651 25.9117
C 6.3134 17.0650 21.5489
N 14.1615 15.5127 17.9298
H 13.5312 10.4496 26.1866
H 9.8884 16.4227 20.5766
H 15.1642 14.8731 24.9070
C 2.2084 16.4281 23.9175
H 5.6459 6.2276 19.9469
H 6.5033 17.5546 22.5431
C 4.3765 17.4607 24.4574
H 2.4083 18.4340 24.6662
H 5.7592 13.5137 25.3580
H 5.2505 16.2912 19.1114
H 13.4773 16.2727 27.6917
H 14.6415 10.9459 18.7470
C 8.5354 11.6818 26.3656
C 4.9372 13.0544 24.8529
H 2.8589 18.0847 22.9842
H 11.3546 11.8198 21.6031
C 2.8992 17.7152 24.0124
H 11.5990 10.0723 15.9788
H 8.4908 12.7962 21.3236
C 4.5859 7.4554 21.2456
H 10.1813 8.4314 23.7151
C 13.2357 12.4159 19.1462
C 14.8828 15.3647 23.9914
H 9.7773 13.7668 20.6069
O 12.1911 9.5842 18.5188
H 9.8293 11.1516 22.2924
H 7.7320 9.9485 26.8953
C 7.8073 10.8946 27.4074
H 4.1153 20.4494 24.2409
H 4.5504 18.5193 21.0774
N 9.1938 12.2880 25.6353
C 10.1724 18.1099 22.6077
H 5.0632 18.0868 18.9366
H 14.3717 14.6654 23.3414
N 12.1234 14.4747 23.1861
H 10.8860 16.4348 19.1565
H 14.9518 11.8962 20.2520
C 13.8958 10.5137 25.1716
H 11.7532 17.9598 17.0103
H 12.1760 16.5534 21.4176
H 7.4881 7.7329 25.0173
H 5.9486 11.9804 26.9919
C 13.7957 9.2042 24.5399
H 11.8116 17.7394 14.3109
H 11.2605 19.4024 21.4023
H 13.2878 17.0511 29.9285
H 7.0071 11.9817 29.9083
H 14.5895 17.6586 27.9186
H 5.1348 13.0605 17.9657
H 12.7741 12.2285 18.1609
C 14.4008 16.5897 28.2048
C 10.3044 11.6804 21.4437
C 11.2402 9.1299 16.3568
C 6.2545 5.2338 25.3336
C 11.0203 17.3355 14.9687
N 7.3209 9.9692 21.8013
H 15.3509 12.5390 18.5968
H 10.2831 11.1531 20.5074
C 5.4847 12.0808 23.8524
C 6.3912 7.7202 24.8855
N 9.2790 14.4490 15.9831
H 6.1575 7.5616 23.8512
H 6.1282 20.9871 25.4951
N 13.3056 17.3670 24.4844
H 4.1173 16.8324 21.5345
N 1.8788 15.3232 23.8905
C 5.8877 6.8579 20.7864
H 9.3882 13.0064 23.5272
C 13.2766 11.6171 24.3677
H 12.0990 6.9455 20.0958
H 13.7086 10.7157 22.4769
C 11.2529 9.2114 17.8684
C 16.0930 16.6509 22.1259
H 15.6809 16.1351 21.2841
C 13.8278 11.6633 22.9553
N 6.2300 14.4893 21.6819
H 5.7490 10.5955 27.9598
H 13.4282 12.5685 24.9594
H 6.6023 8.2941 19.3257
C 11.7837 6.8899 21.1309
C 14.6400 11.9221 19.2356
H 12.5957 17.9012 20.1710
H 4.7149 6.6775 25.6749
C 13.6207 14.8164 18.6747
H 9.1199 9.9156 16.0579
C 6.4140 11.4396 27.7810
H 5.9559 13.4792 19.5100
H 7.4239 13.5038 17.0784
C 13.9575 16.4377 24.2939
H 4.6783 11.0142 19.0222
H 6.0667 12.6365 23.0300
C 16.2192 15.7495 23.3673
H 14.9423 10.8241 25.2598
H 16.8386 16.2316 24.1326
H 4.8160 16.7151 23.8523
C 6.9404 7.8817 20.2521
H 3.6539 12.0355 22.7850
C 6.4828 10.6417 17.7767
N 13.6684 8.1665 24.0373
H 14.0491 15.1152 31.3320
C 10.6383 7.5548 23.2438
H 5.2381 22.4790 25.3626
O 10.0748 8.8080 18.3884
H 12.1166 18.6261 22.7011
H 5.4634 12.5327 29.3418
C 14.2519 16.4919 29.7277
H 3.6354 17.0440 19.2705
H 10.0776 17.4255 14.4428
C 10.8217 7.9142 21.7681
H 6.2902 11.0096 19.8147
C 9.6586 13.7456 22.7736
C 4.7252 17.1855 19.5298
C 4.8949 21.0893 23.7939
H 14.9143 11.8137 22.9601
C 4.9077 17.4224 21.0018
H 4.2401 12.6599 25.6117
H 16.7703 14.8502 23.0916
```

HOMO-LUMO gap: 10.471 eV
E_LUMO: 0.19 eV
HOMO energy: -10.283 eV

---

Record 4
C16H35GaN3O4S | ωB97M-V/def2-TZVPD

Geometry as XYZ:
```
60
C16H35GaN3O4S | the OMol25 dataset | ωB97M-V/def2-TZVPD
H -1.2437 2.1701 -0.6085
H 0.6824 2.6302 3.8624
C -2.7279 0.9827 -1.6714
O -2.1957 2.4140 -3.7850
H -2.9942 -0.0699 -1.5891
C 3.1317 1.0360 -5.1545
H 3.3027 -2.1600 -1.6038
O -2.1144 -0.0378 -4.0175
C 3.2366 -1.9206 -5.5575
N -3.8829 -0.4797 3.0862
H 1.7221 0.4016 -1.0097
H 2.0552 2.3713 1.1759
H 3.2108 -1.4650 -7.5887
C 1.7030 -0.7553 1.2679
H 4.6490 0.2318 -6.4548
H -2.0971 -0.2697 0.9653
H 2.0501 1.1756 -5.1237
C -0.1514 2.0333 4.2323
H 1.8118 -0.8990 -6.6752
H 3.4175 0.4490 -4.2812
H 0.0285 1.8808 5.3038
C -3.7746 -1.3993 3.7637
C 2.3674 -1.6012 -1.5779
H -4.4071 -1.5154 6.4108
H -1.3591 -1.5992 6.0706
C -1.3371 0.2256 0.3582
H -2.7508 1.8556 0.2528
N 1.0549 2.4285 1.0192
O 2.8645 -0.3693 0.5056
S -1.7228 1.0195 -3.1243
H -2.2254 -0.7998 7.3854
N 3.5325 -2.5942 -4.6767
H 0.2873 -0.0594 4.0414
H 2.0813 -1.4138 -2.6125
H -1.5254 2.5761 -4.4619
H -1.0037 -0.5053 -0.3875
H 0.7184 3.1762 1.6134
H -1.0621 2.6306 4.1617
C 2.8970 -1.0096 -6.6488
H 3.3112 0.9912 -7.3015
H -4.4508 -3.1968 4.5660
H -3.6448 1.5438 -1.8382
H -2.7003 -3.0640 4.3942
C -3.6021 -2.5219 4.6830
H 2.0746 -1.0599 2.2491
H 3.4427 0.2090 -1.3273
C -2.2933 -1.1048 6.3404
C 3.5643 0.3560 -6.4499
H -2.3763 -0.2018 5.7350
C -3.4866 -2.0317 6.1304
O -0.3313 1.1539 -2.8214
H -1.3435 0.3803 3.5816
H -3.3962 -2.9018 6.7846
H 3.6009 2.0153 -5.0604
H 1.2167 -1.6388 0.8400
C -1.9836 1.4032 -0.3778
C -0.2993 0.6854 3.4933
C 2.5745 -0.2737 -0.8695
H 1.6037 -2.2260 -1.1238
Ga 0.2899 0.7178 1.5061
```

HOMO-LUMO gap: 6.215 eV
E_LUMO: 2.38 eV
HOMO energy: -3.840 eV
net charge: -1

---

Record 5
C9H45FO18P | ωB97M-V/def2-TZVPD

Geometry as XYZ:
```
74
C9H45FO18P | the OMol25 dataset | ωB97M-V/def2-TZVPD
H 1.9769 0.6514 -2.9156
O -0.0508 -1.4269 -2.9330
H 5.1934 2.2254 1.2164
H 4.4218 2.8466 -2.5653
H 6.9152 5.8775 2.4169
H -4.1602 -6.3616 -4.8419
O 3.7394 -2.2960 0.0012
O 6.4275 6.3568 1.7367
C -2.2840 -1.6360 -0.6323
O 0.7310 2.2747 -0.5934
H 0.4176 -1.5118 3.6235
C 1.1647 -1.2533 -3.4706
H -5.3883 1.9363 0.3097
H 0.0527 0.0952 2.9134
H -1.0714 1.0987 5.6827
H -2.1137 -2.6007 -2.4900
H -3.2186 0.3148 0.9683
H -0.6372 1.9632 3.9689
H 0.1478 1.5184 -0.8114
H 4.1861 -3.1181 0.2256
H -4.1703 4.2322 3.9502
H -6.1859 1.8600 1.6039
O 1.9076 -2.1304 -3.7467
H 3.8738 -1.5903 -2.7794
H -6.6190 -0.0446 1.6602
O 0.7408 -2.6756 -1.2031
C 1.5007 0.1835 -3.7636
O 0.1132 2.4272 4.3652
O -4.4461 -5.6062 -4.3175
H -4.3031 2.9127 3.1832
H -0.4695 -2.5879 1.5277
H 1.6046 1.9778 -0.8730
H 4.0759 4.1657 0.9797
H 2.0893 0.2370 -4.6631
H 0.0458 3.3183 4.0058
H -1.6733 -3.6736 -1.2088
H 2.9882 -2.5575 -0.5455
H 3.2142 -4.0582 -4.1317
O 4.6308 -1.0703 -2.4833
H -2.0840 0.6931 2.2186
H -8.0350 -0.6146 1.6305
O 3.9132 2.0351 -2.4662
H -2.9025 2.6598 1.0786
C -0.2188 -0.9496 2.9528
H -2.2491 0.1783 5.9839
C -0.1686 -2.3050 -1.8439
H -1.2488 -0.9626 3.2706
H 4.4116 -0.1749 -2.7645
C -1.5894 -2.6529 -1.5392
H 0.5610 0.6896 -3.9525
H 4.6033 -4.5697 -3.7900
H -3.8433 -6.0697 -1.3279
H -1.1643 2.5635 0.8707
O -3.6850 3.6281 3.3788
F -2.9536 -0.6948 -1.5209
H -4.1182 -4.9623 -2.3392
C -2.2025 0.6549 1.1377
O -7.5274 0.1418 1.9418
H 4.3799 1.5525 -1.7693
O 3.7761 -4.8399 -4.2031
O -3.7958 -5.1152 -1.4417
H 5.7020 0.9420 0.5626
H 4.9527 4.9534 1.9435
O 4.3631 4.1898 1.9003
H 6.9096 7.1821 1.6208
O 5.2648 1.7775 0.3626
H -4.5592 -4.8951 -4.9582
P -1.0924 -0.5732 0.2819
H -2.2874 2.1058 -0.4540
H 0.8816 -1.5461 1.2398
O -5.3504 1.5834 1.2063
O -1.7584 0.5706 5.2543
C -0.1540 -1.5479 1.5484
C -2.0985 2.0978 0.6156
```

HOMO-LUMO gap: 3.416 eV
E_LUMO: 1.77 eV
HOMO energy: -1.651 eV
net charge: -1

---

Record 6
C3Cl5FN4 | ωB97M-V/def2-TZVPD

Geometry as XYZ:
```
13
C3Cl5FN4 | the OMol25 dataset | ωB97M-V/def2-TZVPD
Cl -1.4428 2.3493 -0.5641
Cl -1.2093 -1.0988 -1.9897
Cl -1.5144 0.6591 1.8024
N 1.4589 -0.8645 -1.0351
F 3.2972 0.7736 1.2166
N 2.5852 -0.6082 -0.5157
N 1.0831 0.5972 0.5866
Cl -3.4046 0.2064 -0.3301
Cl -1.2297 -2.6283 1.3330
N 0.5409 -0.1428 -0.3689
C -0.7740 -0.1964 -0.6624
C -1.7467 0.6722 0.0527
C 2.3562 0.2811 0.4747
```

HOMO-LUMO gap (spin up / spin down): 5.057 / 5.046 eV
E_LUMO (spin up / spin down): -3.82 / -3.83 eV
HOMO energy (spin up / spin down): -8.881 / -8.873 eV